Density functional theory data (the ωB97M-V functional and the def2-TZVPD basis) for a 5-piece molecular cluster, C26H43BrN8O4S overall in a non-equilibrium geometry.

Geometry as ORCA input:
```
! RIJCOSX wB97M-V def2-TZVPD def2/J DEFGRID3
* xyz 0 1
N 6.0718 -0.5049 1.7183
C 4.8931 -0.0236 0.9734
N 5.3573 0.4432 -0.3299
N 3.9009 -1.0997 0.8395
C 4.2767 1.1565 1.7841
C 2.8202 1.4398 1.4606
C 2.4332 2.3225 0.4918
C 1.1035 2.5976 0.2290
C 0.1703 1.9401 0.9781
C 0.5292 1.0373 1.9645
C 1.8520 0.7861 2.2051
N -0.4419 0.3167 2.7488
Br -1.1237 1.4943 4.0830
C -1.4803 -0.2394 1.9360
C -1.8354 -1.5567 2.1366
C -2.8011 -2.1253 1.3422
C -3.4469 -1.4013 0.3754
C -3.1101 -0.0762 0.1635
C -2.1287 0.4763 0.9489
S -1.5864 2.1640 0.7271
H 5.7801 -0.8413 2.6338
H 6.4321 -1.3213 1.2298
H 4.6294 0.2624 -1.0159
H 5.4871 1.4466 -0.2934
H 4.0006 -1.7279 1.6247
H 4.0425 -1.6054 -0.0284
H 4.8464 2.0832 1.6576
H 4.3074 0.8710 2.8451
H 3.1796 2.8450 -0.1068
H 0.8026 3.2812 -0.5583
H 2.1520 0.0768 2.9711
H -1.3386 -2.1144 2.9266
H -3.0518 -3.1820 1.4940
H -4.2023 -1.8362 -0.2736
H -3.5796 0.5463 -0.5928
C 1.1564 5.9619 -3.2094
C 1.6810 6.4895 -1.8971
O 2.8218 6.2758 -1.5158
N 0.8275 7.2246 -1.1307
C -0.5500 7.5775 -1.4153
H 1.9355 5.3986 -3.7066
H 0.3081 5.2991 -3.0396
H 0.8566 6.7896 -3.8557
H 1.2351 7.5468 -0.2670
H -0.6463 8.6649 -1.4372
H -1.1933 7.1834 -0.6262
H -0.8744 7.1751 -2.3687
C -0.5828 -6.7339 0.4849
C -1.0547 -5.4432 1.1104
O -2.0625 -4.8673 0.7278
N -0.3104 -4.9354 2.1271
C 0.9034 -5.4786 2.7064
H -1.2694 -7.0168 -0.3073
H 0.4118 -6.6062 0.0552
H -0.5622 -7.5306 1.2296
H -0.6730 -4.0742 2.5024
H 0.7408 -5.6696 3.7685
H 1.7094 -4.7503 2.5987
H 1.1964 -6.4038 2.2223
C 1.5037 2.2209 -6.4849
C 2.0653 2.4734 -5.1061
O 1.4987 3.1860 -4.2926
N 3.2436 1.8730 -4.7912
C 4.0547 1.0009 -5.6201
H 0.5677 2.7609 -6.5918
H 2.1988 2.5733 -7.2482
H 1.3105 1.1568 -6.6267
H 3.5651 2.0813 -3.8586
H 4.1614 0.0330 -5.1271
H 5.0446 1.4427 -5.7458
H 3.6082 0.8516 -6.5971
C -6.3299 -4.2996 1.8417
C -7.3257 -4.5434 2.9501
O -7.5142 -5.6505 3.4255
N -8.0197 -3.4659 3.4106
C -7.9266 -2.0867 2.9691
H -5.8515 -5.2368 1.5733
H -6.8363 -3.9034 0.9601
H -5.5610 -3.5993 2.1721
H -8.6686 -3.6891 4.1486
H -7.6348 -1.4576 3.8120
H -8.9025 -1.7582 2.6062
H -7.1974 -1.9712 2.1745
*
```

Calculated values
- LUMO (eV) = 0.18
- calculated total energy (hartree) = -4727.76323
- orbital gap (eV) = 8.18
- HOMO level (eV) = -8.0077

---

Density functional theory data (the ωB97M-V functional and the def2-TZVPD basis) for a 7-piece molecular cluster, C26H43Cl12N3O3 overall in a non-equilibrium geometry.

Geometry as ORCA input:
```
! RIJCOSX wB97M-V def2-TZVPD def2/J DEFGRID3
* xyz 0 1
N 2.7738 -0.3331 0.6100
C 3.6222 -1.1104 -0.3187
C 4.9105 -0.3624 -0.7498
C 4.7040 0.5626 -2.0392
C 4.9219 2.0295 -1.6862
C 6.2052 2.6338 -1.5696
C 6.3200 3.9943 -1.2308
C 5.2092 4.8251 -0.9659
C 3.9552 4.2418 -1.0852
C 3.8371 2.8703 -1.4550
C 2.3174 2.6443 -1.5218
O 1.7626 1.8645 -2.2340
N 1.7996 3.5967 -0.6316
C 0.3364 3.7590 -0.5441
C -0.4313 2.4331 -0.1934
O 0.3551 1.4793 0.4883
C -1.1884 1.8310 -1.4277
N -2.4189 1.1144 -1.0004
C 2.5370 4.7905 -0.8907
O 2.0923 5.8843 -0.9459
H 3.0056 -0.6067 1.5589
H 2.9963 0.6579 0.5521
H 3.0213 -1.4649 -1.1693
H 3.9246 -2.0310 0.2227
H 5.7248 -1.0558 -1.0318
H 5.2125 0.3171 0.0672
H 3.6512 0.4219 -2.3459
H 5.3164 0.2045 -2.8802
H 7.1104 2.0420 -1.7474
H 7.3242 4.4316 -1.1681
H 5.2870 5.8834 -0.7084
H 0.0962 4.4904 0.2497
H -0.0038 4.2318 -1.4752
H -1.2389 2.7191 0.5110
H 0.6156 0.7760 -0.1261
H -1.4204 2.6311 -2.1526
H -0.5756 1.0918 -1.9701
H -2.4056 0.2181 -1.4852
H -3.2307 1.5986 -1.3778
Cl -2.5195 -2.7616 2.4628
C -2.3844 -1.0444 2.9366
C -2.7547 -0.8314 4.3835
Cl -4.4986 -1.0910 4.6772
H -3.0109 -0.4618 2.2713
H -1.3508 -0.7477 2.7700
H -2.5334 0.1957 4.6715
H -2.1999 -1.4964 5.0422
Cl -0.8418 -4.3006 -0.8053
C -2.5494 -4.7894 -0.6614
C -3.3759 -4.3221 -1.8337
Cl -3.5770 -2.5491 -1.8547
H -2.9329 -4.3992 0.2788
H -2.5643 -5.8775 -0.6093
H -4.3748 -4.7532 -1.7743
H -2.9309 -4.6213 -2.7805
Cl -4.3165 -6.1149 2.6825
C -5.2760 -4.7232 3.2571
C -6.7395 -5.0611 3.3959
Cl -7.5222 -5.3279 1.8160
H -5.1194 -3.8980 2.5667
H -4.8688 -4.4364 4.2257
H -7.2632 -4.2340 3.8738
H -6.8883 -5.9538 4.0002
Cl -2.0884 4.9101 -1.1604
C -3.5681 5.5144 -1.9584
C -4.8310 5.1060 -1.2384
Cl -5.1511 3.3586 -1.3569
H -3.5614 5.1584 -2.9868
H -3.4929 6.6012 -1.9725
H -5.6868 5.6122 -1.6837
H -4.7905 5.3690 -0.1833
Cl 0.4011 -2.2297 4.0346
C 1.6151 -2.7293 5.2363
C 0.9851 -3.4111 6.4259
Cl 0.0279 -2.2815 7.4182
H 2.1799 -1.8477 5.5334
H 2.2954 -3.4167 4.7341
H 1.7621 -3.8204 7.0708
H 0.3328 -4.2260 6.1186
Cl 4.1752 -0.5152 -5.9150
C 2.5116 -1.1265 -6.1088
C 1.7597 -1.1596 -4.8009
Cl 2.3990 -2.3953 -3.6878
H 2.5667 -2.1139 -6.5626
H 2.0081 -0.4576 -6.8059
H 0.7143 -1.4076 -4.9822
H 1.7971 -0.1969 -4.2927
*
```

Calculated values
- LUMO (eV) = 0.20
- ΔE to the lowest compared entry with this formula, charge and spin (kJ/mol) = 0.00
- calculated total energy (hartree) = -6928.81864
- orbital gap (eV) = 9.31
- HOMO level (eV) = -9.1064

---

Density functional theory data (the ωB97M-V functional and the def2-TZVPD basis) for C26H43F3O2P2Y as an isolated structure in a non-equilibrium geometry.

Geometry as ORCA input:
```
! RIJCOSX wB97M-V def2-TZVPD def2/J DEFGRID3
* xyz 1 1
Y 0.1955 1.2384 -2.0679
C 3.3543 0.9286 0.8707
C 2.6653 2.1571 1.0526
C 2.3804 0.9015 2.9515
C 3.1997 0.1636 2.0611
C 2.0201 2.1169 2.3180
C 4.1694 0.5355 -0.2989
H 3.8794 1.0999 -1.1971
H 4.0400 -0.5353 -0.5193
H 5.2459 0.7163 -0.1168
C 3.7691 -1.1647 2.3436
H 4.3195 -1.5482 1.4732
H 2.9820 -1.8952 2.5991
H 4.4575 -1.1053 3.2043
C 1.9617 0.4310 4.2770
H 2.8284 0.2577 4.9255
H 1.4101 -0.5122 4.2076
H 1.3053 1.1597 4.7550
C 1.1656 3.1620 2.9022
H 1.6663 3.6684 3.7376
H 0.2416 2.7242 3.2931
H 0.8884 3.9127 2.1606
C 2.6061 3.2753 0.0832
H 3.3994 4.0123 0.3112
H 1.6414 3.8082 0.1228
H 2.7694 2.9350 -0.9562
C -1.0343 -0.0779 -3.6115
C 0.2092 0.3381 -4.0603
C 0.6190 1.8321 -4.2186
C -0.2833 3.0223 -3.6700
C -0.8742 3.1015 -2.2445
C -1.8690 2.2140 -1.7643
C -2.8499 1.5639 -2.7254
C -2.3072 0.7075 -3.8986
H 0.6126 1.9975 -5.2998
H -1.1021 3.0923 -4.3931
H 1.6676 1.9440 -3.8371
H -2.1804 1.3565 -4.7795
H -1.2392 -1.1579 -3.5183
H 1.0535 -0.3816 -4.0938
H -3.0971 -0.0319 -4.1610
H -3.5110 0.8940 -2.1552
H -2.3273 2.4924 -0.7995
H -3.4682 2.3667 -3.1616
H 0.3923 3.8901 -3.7701
H -0.4208 3.8619 -1.5891
P -0.7307 -3.2341 -0.7616
P -2.4244 -0.2213 1.5014
C -2.1001 -2.0290 -0.8844
C -2.8945 -1.6499 0.4066
H -2.8423 -2.4818 -1.5751
H -1.7398 -1.1263 -1.4068
H -3.9297 -1.4069 0.1241
H -2.9638 -2.5430 1.0454
C -2.8563 -0.8618 3.1564
H -2.4418 -0.1487 3.8840
H -2.4170 -1.8491 3.3372
H -3.9506 -0.8918 3.2539
C -3.8466 0.9564 1.3819
H -4.7951 0.3973 1.3674
H -3.7499 1.5849 0.4844
H -3.8243 1.6043 2.2744
C -0.9695 -4.7769 -1.5959
H -0.0487 -4.9777 -2.1514
H -1.7924 -4.6661 -2.3082
H -1.1602 -5.5916 -0.8902
C 0.9143 -2.7116 -1.2292
H 1.3042 -1.9542 -0.5377
H 1.0309 -2.3472 -2.2643
H 1.5287 -3.6326 -1.1909
F -0.7753 -4.1518 3.4643
C 0.0895 -3.1612 3.1522
F -0.1406 -2.1054 3.9965
F 1.3611 -3.6077 3.3656
C -0.0791 -2.6898 1.6889
O -0.6308 -3.5942 0.8429
O 0.3231 -1.6001 1.3263
*
```

Calculated values
- LUMO (spin up / spin down) (eV) = -3.73 / -3.60
- ΔE to the lowest compared entry with this formula, charge and spin (kJ/mol) = 593.62
- calculated total energy (hartree) = -2187.08863
- orbital gap (spin up / spin down) (eV) = 3.47 / 3.62
- HOMO level (spin up / spin down) (eV) = -7.2021 / -7.2166

---

What is the formula in the third record?
C26H43F3O2P2Y

---

The highest calculated total energy belongs to which entry?
C26H43F3O2P2Y

---

The highest calculated total energy belongs to which entry?
C26H43F3O2P2Y